[1]
One molecule with the formula C22H30N4O2, computed with ωB97M-V/def2-TZVPD.

As for the energy above the lowest of the compared OMol25 structures with the same formula, charge and spin: 215.3 kJ/mol. The HOMO energy comes out at -0.2760 hartree. As for the orbital gap: 8.178 eV. As for the total energy: -33356.96557 eV. The SMILES is COc1ccc(N2CCN(CCCNC(=O)Nc3ccccc3C)CC2)cc1.

The geometry in ORCA input format:
```
! RIJCOSX wB97M-V def2-TZVPD def2/J DEFGRID3
* xyz 0 1
C -7.74537 -0.33608 1.07947
O -6.94255 -0.68687 -0.01833
C -5.62270 -0.32615 0.00334
C -4.86805 -0.69841 -1.10987
C -3.53071 -0.38941 -1.18919
C -2.88816 0.31802 -0.16654
N -1.51730 0.56676 -0.26554
C -0.78903 1.00145 0.90544
C 0.70198 0.68801 0.70718
N 1.26996 1.26855 -0.49749
C 1.56230 2.69519 -0.40797
C 2.88331 2.96845 0.32063
C 4.09175 2.36661 -0.40329
N 4.02730 0.92359 -0.43413
C 4.69837 0.19743 0.49900
O 5.60178 0.62635 1.19055
N 4.30867 -1.12332 0.62209
C 3.28130 -1.80887 -0.02917
C 3.11457 -1.70830 -1.40828
C 2.08665 -2.38289 -2.04171
C 1.22271 -3.17718 -1.30872
C 1.40288 -3.30208 0.05834
C 2.42146 -2.63032 0.71608
C 2.59874 -2.76616 2.19922
C 0.46077 0.87656 -1.63781
C -1.02114 1.21936 -1.46144
C -3.64975 0.68306 0.93994
C -4.99542 0.36292 1.03009
H -7.38423 -0.79417 2.00668
H -7.79934 0.75026 1.20972
H -8.73934 -0.71962 0.85374
H -5.35744 -1.24375 -1.90140
H -2.96675 -0.71543 -2.04968
H -1.14390 0.44489 1.77391
H -0.92610 2.07989 1.09865
H 1.26734 1.03324 1.57413
H 0.81588 -0.39750 0.62590
H 0.76083 3.25742 0.09428
H 1.64688 3.08084 -1.42744
H 3.01585 4.04905 0.39531
H 2.84673 2.56559 1.33397
H 5.01541 2.64404 0.11008
H 4.12987 2.73468 -1.43365
H 3.10829 0.58769 -0.71177
H 4.73536 -1.58476 1.41267
H 3.80879 -1.11388 -1.98122
H 1.96931 -2.29473 -3.11171
H 0.41600 -3.70255 -1.79677
H 0.73197 -3.92774 0.62956
H 2.66840 -1.78655 2.67137
H 3.51135 -3.31794 2.42947
H 1.76082 -3.30386 2.63521
H 0.85425 1.35241 -2.53854
H 0.55823 -0.20880 -1.74348
H -1.58431 0.88245 -2.33004
H -1.13958 2.31499 -1.38286
H -3.20540 1.23695 1.75239
H -5.53946 0.67061 1.90964
*
```

For each atom in turn, the natural (NBO) charge in e is: number 1, C, carries -0.25; number 2, O, carries -0.50; number 3, C, carries 0.27; number 4, C, carries -0.24; number 5, C, carries -0.21; number 6, C, carries 0.13; number 7, N, carries -0.45; number 8, C, carries -0.23; number 9, C, carries -0.23; number 10, N, carries -0.48; number 11, C, carries -0.22; number 12, C, carries -0.41; number 13, C, carries -0.22; number 14, N, carries -0.68; number 15, C, carries 0.79; number 16, O, carries -0.67; number 17, N, carries -0.66; number 18, C, carries 0.22; number 19, C, carries -0.27; number 20, C, carries -0.20; number 21, C, carries -0.23; number 22, C, carries -0.19; number 23, C, carries -0.07; number 24, C, carries -0.64; number 25, C, carries -0.22; number 26, C, carries -0.23; number 27, C, carries -0.20; number 28, C, carries -0.31; number 29, H, carries 0.17; number 30, H, carries 0.17; number 31, H, carries 0.20; number 32, H, carries 0.22; number 33, H, carries 0.21; number 34, H, carries 0.21; number 35, H, carries 0.16; number 36, H, carries 0.20; number 37, H, carries 0.21; number 38, H, carries 0.18; number 39, H, carries 0.20; number 40, H, carries 0.21; number 41, H, carries 0.20; number 42, H, carries 0.24; number 43, H, carries 0.18; number 44, H, carries 0.44; number 45, H, carries 0.41; number 46, H, carries 0.23; number 47, H, carries 0.21; number 48, H, carries 0.22; number 49, H, carries 0.21; number 50, H, carries 0.22; number 51, H, carries 0.22; number 52, H, carries 0.22; number 53, H, carries 0.20; number 54, H, carries 0.21; number 55, H, carries 0.21; number 56, H, carries 0.17; number 57, H, carries 0.20; number 58, H, carries 0.22


[2]
C52H46N4P2PtTe as an isolated structure in a non-equilibrium geometry, computed with ωB97M-V/def2-TZVPD.

As for the energy above the lowest of the compared OMol25 structures with the same formula, charge and spin: 418.8 kJ/mol. The HOMO energy (alpha / beta) comes out at -0.4720 / -0.4721 hartree. As for the orbital gap (alpha / beta): 4.700 / 4.693 eV. As for the total energy: -89729.70955 eV.

The geometry in ORCA input format:
```
! RIJCOSX wB97M-V def2-TZVPD def2/J DEFGRID3
* xyz 2 1
Pt -0.86598 -1.49154 -1.00018
Te 2.34832 -3.30104 1.84222
C 3.63582 -2.08174 3.08492
C 3.21092 -1.86484 4.38602
C 4.03772 -1.12664 5.22672
N 5.18572 -0.64214 4.82142
C 5.60472 -0.85154 3.59442
C 4.85982 -1.58314 2.67472
C 1.28762 -1.65164 0.98982
P 1.50562 -1.26644 -0.75678
C 1.59782 0.56906 -1.02008
C 1.82772 1.50006 0.19122
C 1.37122 3.55836 -0.42138
C 1.29972 4.09836 -1.80868
C 1.09092 3.30896 -2.85728
C 0.94912 1.83906 -2.69988
C 3.21562 -1.80464 -1.03978
C 3.48982 -3.04184 -1.61688
C 4.80392 -3.44484 -1.78678
C 5.84072 -2.61924 -1.38018
C 5.56702 -1.39234 -0.79558
C 4.25682 -0.97944 -0.62168
P -0.47258 -1.76144 1.38542
C -0.45318 -1.53084 3.19122
C -0.48498 -2.60754 4.07272
C -0.36328 -2.37224 5.43102
C -0.20138 -1.07904 5.90512
C -0.16408 -0.00894 5.02392
C -0.29888 -0.23294 3.66652
C -1.12368 -3.45324 1.15702
C -2.32588 -3.79054 1.78262
C -2.91368 -5.01864 1.53882
C -2.31828 -5.91544 0.66242
C -1.13468 -5.57974 0.02132
C -0.54518 -4.34764 0.25172
H 2.27632 -2.26624 4.74982
H 3.76232 -0.93734 6.25492
H 6.56852 -0.43534 3.33572
H 5.24302 -1.76364 1.68222
H 1.97882 0.99496 1.14262
H 1.17682 4.34996 0.30192
H 1.43742 5.16216 -1.93198
H 1.02992 3.70496 -3.85948
H 0.42942 1.39836 -3.55228
H 2.67702 -3.67164 -1.95488
H 5.02012 -4.39644 -2.24708
H 6.86462 -2.92794 -1.52488
H 6.37532 -0.74894 -0.47968
H 4.04562 -0.01974 -0.17588
H -0.60278 -3.61824 3.70562
H -0.39518 -3.20394 6.11882
H -0.10688 -0.90584 6.96502
H -0.03658 0.99556 5.39672
H -0.28088 0.58776 2.96112
H -2.79278 -3.08974 2.46082
H -3.84098 -5.27684 2.02812
H -2.78158 -6.87114 0.47012
H -0.67298 -6.27584 -0.66408
H 0.38282 -4.09554 -0.25618
C -2.17678 5.31156 -3.06918
C -2.95048 5.03016 -1.82088
C -3.75468 6.01076 -1.25778
C -4.46468 5.78196 -0.09208
C -4.40078 4.53866 0.52182
C -3.62478 3.53616 -0.02838
C -2.88478 3.77896 -1.18608
N -1.98978 2.81626 -1.68438
C -2.04528 1.45476 -1.55558
N -3.27738 0.89416 -1.59248
C -3.69788 -0.43524 -1.61918
C -2.83138 -1.54474 -1.53008
C -3.35468 -2.83084 -1.64848
C -4.71198 -3.03234 -1.81288
C -5.56608 -1.93734 -1.85148
C -5.09278 -0.64274 -1.75898
C -6.05068 0.51266 -1.81088
N -0.95428 0.74586 -1.48128
C 0.31052 1.36906 -1.36688
C 0.55002 2.28196 -0.14398
C 2.67602 2.76026 -0.07058
C 3.67752 2.63856 -1.16088
C 3.48452 1.83756 -2.19968
C 2.24852 1.02106 -2.36898
C 2.45212 -0.07594 -3.40598
H -2.52238 6.24026 -3.51338
H -2.29668 4.51376 -3.80028
H -1.11388 5.42326 -2.85068
H -3.81808 6.97396 -1.74118
H -5.05888 6.57406 0.33632
H -4.93998 4.36456 1.43932
H -3.54928 2.57926 0.46822
H -1.10258 3.18906 -2.00448
H -4.03278 1.55956 -1.72118
H -2.70238 -3.69664 -1.60758
H -5.10418 -4.03334 -1.90298
H -6.62728 -2.10074 -1.96018
H -7.06688 0.14506 -1.92118
H -5.84998 1.16796 -2.65958
H -6.01288 1.10296 -0.89498
H -0.28498 2.36196 0.54782
H 3.13782 3.14586 0.83822
H 4.57732 3.22686 -1.07698
H 4.22862 1.75226 -2.97458
H 3.37792 -0.62314 -3.24518
H 2.49862 0.37096 -4.39898
H 1.61472 -0.78044 -3.38478
*
```

Atom charges from the Löwdin analysis, given in e for atoms 1 to 99: number 1, Pt, carries 0.89; number 2, Te, carries 1.41; number 3, C, carries -0.48; number 4, C, carries -0.12; number 5, C, carries -0.13; number 6, N, carries 0.07; number 7, C, carries -0.12; number 8, C, carries -0.10; number 9, C, carries -0.81; number 10, P, carries 0.91; number 11, C, carries -0.33; number 12, C, carries -0.13; number 13, C, carries -0.15; number 14, C, carries -0.03; number 15, C, carries -0.04; number 16, C, carries -0.12; number 17, C, carries -0.43; number 18, C, carries -0.12; number 19, C, carries -0.05; number 20, C, carries -0.04; number 21, C, carries -0.06; number 22, C, carries -0.10; number 23, P, carries 0.86; number 24, C, carries -0.39; number 25, C, carries -0.12; number 26, C, carries -0.06; number 27, C, carries -0.05; number 28, C, carries -0.06; number 29, C, carries -0.09; number 30, C, carries -0.42; number 31, C, carries -0.09; number 32, C, carries -0.04; number 33, C, carries -0.04; number 34, C, carries -0.06; number 35, C, carries -0.17; number 36, H, carries 0.07; number 37, H, carries 0.12; number 38, H, carries 0.12; number 39, H, carries 0.07; number 40, H, carries 0.13; number 41, H, carries 0.15; number 42, H, carries 0.12; number 43, H, carries 0.12; number 44, H, carries 0.16; number 45, H, carries 0.11; number 46, H, carries 0.12; number 47, H, carries 0.12; number 48, H, carries 0.12; number 49, H, carries 0.11; number 50, H, carries 0.10; number 51, H, carries 0.12; number 52, H, carries 0.12; number 53, H, carries 0.12; number 54, H, carries 0.10; number 55, H, carries 0.12; number 56, H, carries 0.12; number 57, H, carries 0.12; number 58, H, carries 0.12; number 59, H, carries 0.06; number 60, C, carries -0.03; number 61, C, carries -0.20; number 62, C, carries -0.02; number 63, C, carries -0.06; number 64, C, carries -0.07; number 65, C, carries -0.04; number 66, C, carries -0.20; number 67, N, carries 0.17; number 68, C, carries -0.32; number 69, N, carries 0.16; number 70, C, carries -0.18; number 71, C, carries -0.19; number 72, C, carries -0.12; number 73, C, carries -0.05; number 74, C, carries -0.01; number 75, C, carries -0.20; number 76, C, carries -0.02; number 77, N, carries 0.10; number 78, C, carries -0.36; number 79, C, carries -0.09; number 80, C, carries -0.16; number 81, C, carries -0.02; number 82, C, carries -0.02; number 83, C, carries -0.36; number 84, C, carries -0.02; number 85, H, carries 0.09; number 86, H, carries 0.09; number 87, H, carries 0.07; number 88, H, carries 0.12; number 89, H, carries 0.11; number 90, H, carries 0.11; number 91, H, carries 0.11; number 92, H, carries 0.11; number 93, H, carries 0.12; number 94, H, carries 0.09; number 95, H, carries 0.12; number 96, H, carries 0.13; number 97, H, carries 0.09; number 98, H, carries 0.10; number 99, H, carries 0.09


> Look up the energy above the lowest of the compared OMol25 structures with the same formula, charge and spin of the second one.

418.8 kJ/mol


> What is the formula in the second record?

C52H46N4P2PtTe


> The highest energy above the lowest of the compared OMol25 structures with the same formula, charge and spin belongs to which entry?

C52H46N4P2PtTe